ORCA calculation (ωB97M-V/def2-TZVPD) on a molecular structure, C35H51BClN7O3V.

Structure (XYZ):
```
99
Properties=species:S:1:pos:R:3:forces:R:3:lowdin_spin:R:1
V 0.268082 0.300914 -0.065239 -0.271 0.043 0.931 1.050
C 5.082829 2.047632 1.143878 0.003 0.010 -0.003 0.000
C 4.136938 1.242382 0.327382 -0.021 0.005 -0.024 -0.004
C 4.405996 0.379287 -0.728574 -0.021 -0.048 0.030 -0.003
C 3.191623 -0.104956 -1.178470 0.068 -0.016 -0.020 -0.002
N 2.207686 0.411252 -0.382596 0.168 -0.038 0.082 -0.012
N 2.816012 1.258691 0.508236 0.057 0.093 -0.049 0.009
B 1.938113 2.227795 1.304708 -0.038 0.021 -0.120 0.005
N 1.126824 1.422966 2.325178 -0.011 0.072 -0.010 0.008
N 0.176335 0.524203 1.893192 0.064 0.049 -0.345 -0.016
C -0.489799 0.081554 3.019111 -0.021 -0.068 0.094 -0.001
C 0.081486 0.698508 4.112605 -0.082 0.009 -0.047 -0.002
C 1.074964 1.551577 3.645697 0.083 -0.085 -0.037 -0.003
C 1.956365 2.464580 4.421268 0.003 -0.006 0.016 0.000
C -1.701393 -0.827140 3.140662 0.017 -0.017 0.034 0.000
C -1.793758 -1.921811 2.086859 0.036 -0.007 -0.110 0.000
C -1.653690 -1.534677 4.508394 0.034 0.022 -0.035 0.000
C -2.957876 0.060784 3.124610 0.007 0.023 0.008 0.000
N 0.946869 2.906672 0.303139 0.108 0.044 -0.020 0.003
N 0.207475 2.206454 -0.641350 -0.110 0.504 -0.190 -0.016
C -0.428876 3.128200 -1.412765 0.032 0.000 -0.026 -0.001
C -0.127264 4.389291 -0.930991 -0.010 -0.005 -0.002 -0.003
C 0.731869 4.217187 0.144203 0.041 -0.005 0.021 -0.002
C 1.356256 5.262616 1.000126 0.005 0.006 0.002 0.000
C -1.307781 2.857864 -2.615861 -0.007 0.010 0.030 0.000
C -1.119325 1.459892 -3.198967 0.025 -0.070 0.035 0.001
C -0.926636 3.855805 -3.722637 -0.016 0.002 -0.011 0.000
C -2.770407 3.119680 -2.216678 0.001 0.006 0.007 0.000
C 3.030756 -0.988239 -2.395610 0.047 0.023 -0.015 0.000
C 3.748755 -0.284319 -3.563452 -0.032 -0.027 0.014 0.000
C 1.578630 -1.202527 -2.800181 0.002 -0.205 -0.007 0.000
C 3.705888 -2.341113 -2.126129 -0.008 0.001 0.025 0.000
H 6.105506 1.796871 0.874992 -0.001 0.003 0.001 0.000
H 4.946435 1.851427 2.206821 0.003 -0.001 0.005 0.000
H 4.934435 3.114414 0.974497 0.003 0.006 0.000 0.000
H 5.379667 0.149888 -1.123711 0.017 -0.006 -0.014 0.000
H 2.595334 3.052433 1.842811 0.002 0.006 0.041 0.000
H -0.192558 0.564239 5.142086 -0.015 -0.009 0.035 0.000
H 1.769461 2.334880 5.483993 -0.001 0.003 0.000 0.000
H 1.766450 3.506686 4.163840 -0.001 0.002 -0.002 0.000
H 3.007637 2.256192 4.226669 0.006 -0.001 -0.002 0.000
H -0.963006 -2.621412 2.187355 -0.006 0.004 0.000 0.000
H -1.824873 -1.556673 1.063547 0.016 -0.116 0.171 0.000
H -2.709366 -2.487655 2.254334 -0.018 -0.033 0.013 0.000
H -0.707841 -2.056847 4.654166 0.005 -0.014 -0.002 0.000
H -2.456061 -2.270894 4.547202 -0.011 0.005 0.004 0.000
H -1.810071 -0.847534 5.338446 0.019 0.020 0.007 0.000
H -3.077472 0.590819 2.182037 0.005 0.049 -0.041 0.000
H -2.916336 0.806279 3.919161 -0.009 -0.011 0.006 0.000
H -3.839154 -0.560500 3.289609 -0.007 -0.010 -0.010 0.000
H -0.469545 5.332436 -1.318295 0.001 0.007 -0.008 0.000
H 0.984855 6.240965 0.706376 0.000 0.000 0.002 0.000
H 2.440970 5.260759 0.894458 0.003 0.003 0.000 0.000
H 1.119166 5.105563 2.051957 -0.002 0.002 0.003 0.000
H -0.149592 1.386025 -3.687476 0.096 -0.058 0.000 0.000
H -1.876301 1.279891 -3.963226 0.004 0.000 -0.004 0.000
H -1.207791 0.651249 -2.470409 -0.015 0.011 -0.001 0.000
H 0.124052 3.758021 -3.997359 0.003 -0.001 -0.004 0.000
H -1.110950 4.885834 -3.422794 -0.006 0.007 -0.005 0.000
H -1.530681 3.658355 -4.608815 -0.004 0.001 -0.002 0.000
H -3.050323 2.595863 -1.303767 -0.013 -0.029 0.003 0.000
H -3.438285 2.812823 -3.022540 -0.001 0.013 -0.014 0.000
H -2.933186 4.182038 -2.036236 0.005 0.003 0.020 0.000
H 3.305511 0.691887 -3.768214 -0.009 0.001 -0.004 0.000
H 3.658884 -0.895887 -4.461330 0.004 -0.008 -0.003 0.000
H 4.808822 -0.142307 -3.363659 0.019 0.011 0.021 0.000
H 1.032207 -0.259595 -2.807693 -0.145 0.138 -0.024 0.000
H 1.057095 -1.908526 -2.157771 0.169 0.184 -0.241 0.000
H 1.542490 -1.601361 -3.814009 -0.002 0.029 -0.023 0.000
H 4.784263 -2.230606 -2.015383 -0.001 0.002 0.017 0.000
H 3.521239 -3.019063 -2.960073 0.013 0.001 -0.020 0.000
H 3.326303 -2.804428 -1.213593 0.013 0.007 -0.016 0.000
C -4.369956 0.089912 -0.591048 -0.025 0.017 0.033 0.002
C -2.954777 0.279081 -0.354221 0.037 -0.123 0.061 0.011
N -1.833781 0.387091 -0.147642 -0.201 0.042 -0.338 -0.001
H -4.586158 0.261488 -1.645438 -0.002 -0.002 -0.002 0.001
H -4.939750 0.791928 0.017838 0.001 0.003 -0.001 0.001
H -4.637045 -0.932852 -0.319682 0.000 -0.024 0.000 0.000
C -1.444686 -3.547877 -2.254159 0.016 -0.044 -0.005 0.000
C -2.061132 -4.021366 -0.959406 0.019 -0.002 0.029 0.000
C -3.458296 -4.020006 -0.899608 -0.022 0.014 0.045 0.000
C -4.154424 -4.518634 0.183801 0.050 -0.005 0.004 0.000
Cl -5.884635 -4.454071 0.192497 -0.028 0.022 -0.002 0.000
C -3.471240 -5.088597 1.246746 -0.021 0.010 -0.017 0.000
C -2.092674 -5.077964 1.221988 0.013 0.039 -0.035 0.000
C -1.385234 -4.520689 0.158862 -0.049 0.060 0.084 0.000
O -0.016332 -4.582118 0.375073 -0.001 -0.100 -0.144 0.000
C 0.916838 -3.764306 -0.280605 -0.121 0.093 0.037 -0.001
C 0.984932 -2.381299 0.375362 -0.104 -0.218 -0.106 0.003
O 1.639831 -2.086897 1.319958 0.036 -0.006 -0.011 -0.003
O 0.148449 -1.436618 -0.246399 0.098 -0.261 0.161 -0.020
H -2.234583 -3.381949 -2.984729 0.002 -0.010 -0.007 0.000
H -0.774005 -4.293737 -2.683100 0.014 0.001 0.005 0.000
H -0.898644 -2.610276 -2.146894 -0.017 0.001 -0.001 0.000
H -4.014931 -3.649265 -1.751224 -0.010 -0.009 -0.017 0.000
H -4.008832 -5.521345 2.078616 -0.005 -0.008 0.001 0.000
H -1.524187 -5.494787 2.042579 0.008 -0.003 0.009 0.000
H 0.725272 -3.671386 -1.344192 0.067 -0.028 0.008 0.000
H 1.889666 -4.227000 -0.122774 -0.049 -0.029 0.040 0.000
```
Forces are in eV/Å.

Net charge = +2
HOMO energy (spin up / spin down) = -12.857 / -12.859 eV
Kohn-Sham gap (spin up / spin down) = 4.6788 / 5.3785 eV
2S+1 = 2

ORCA calculation (ωB97M-V/def2-TZVPD) on a molecular structure, C5H12F3LiNO10S.

Structure (XYZ):
```
33
Properties=species:S:1:pos:R:3:forces:R:3:nbo_charge:R:1
Li 0.388336 0.839151 -0.202339 0.004 0.037 1.217 0.882
N 0.504106 1.715071 2.743221 2.018 -2.153 1.444 0.718
O -0.370904 1.778671 3.596651 0.043 0.444 -0.032 -0.472
O 1.695416 1.304851 3.046571 -1.865 1.313 -0.849 -0.550
O 0.240966 1.931231 1.543361 -0.175 0.685 -1.344 -0.639
C -0.996684 -2.842799 2.081181 3.253 -0.123 -0.841 0.731
F -1.580004 -3.569999 1.140281 -0.819 0.278 -1.035 -0.335
F -1.796204 -1.903679 2.520891 -0.703 0.435 0.269 -0.316
F -0.724874 -3.725719 3.033371 -0.031 -0.041 1.158 -0.332
S 0.775646 -2.146559 1.477481 0.768 -0.651 -0.113 2.305
O 1.515186 -1.925939 2.706621 -0.934 -0.496 -0.697 -0.941
O 1.274096 -3.175259 0.566531 -0.629 0.053 0.958 -0.990
O 0.522246 -0.922489 0.723471 -1.031 0.580 -0.216 -1.088
C 3.052196 2.164241 -0.691719 -1.292 -1.764 0.730 -0.094
C 2.123366 2.094061 -1.941679 1.453 0.769 1.234 -0.107
O 0.788376 2.492751 -1.571359 0.857 -0.319 -0.738 -0.733
O 2.732226 1.055881 0.150191 0.237 -0.192 -1.086 -0.761
H 2.872036 3.071181 -0.114579 -0.068 0.429 -0.342 0.176
H 4.116216 2.108041 -0.921539 0.013 0.027 -0.404 0.173
H 2.055096 1.115951 -2.417839 0.152 -0.059 0.362 0.191
H 2.693986 2.752601 -2.596509 -0.898 0.478 -0.872 0.160
H 0.865676 3.422531 -1.345219 -0.379 0.076 0.347 0.482
H 2.317226 1.311161 0.977361 -0.136 0.267 0.986 0.523
C -2.543674 -0.417279 -0.699319 -3.968 -2.227 1.717 -0.091
C -3.172144 -1.248869 -1.845649 1.379 0.602 -0.354 -0.092
O -2.301074 -2.146979 -2.604919 -0.856 -0.405 1.266 -0.733
O -1.444044 0.243131 -0.988779 3.369 2.133 -2.443 -0.704
H -2.281434 -0.982249 0.195181 -0.658 -0.909 0.028 0.184
H -3.366384 0.225111 -0.385329 0.064 0.462 -0.019 0.175
H -3.547274 -0.593349 -2.631569 -0.494 0.382 0.375 0.160
H -3.978814 -1.757579 -1.317819 0.072 -0.673 -0.671 0.191
H -1.449524 -1.770529 -2.838899 -0.099 0.366 0.114 0.461
H -0.979354 -0.496349 -1.387309 1.354 0.196 -0.151 0.466
```
Forces are in eV/Å.

Net charge = -1
HOMO energy = -5.550 eV
Kohn-Sham gap = 7.5770 eV

ORCA calculation (ωB97M-V/def2-TZVPD) on a molecular structure, C16H16BF4I2N3OPd.

Structure (XYZ):
```
44
Properties=species:S:1:pos:R:3:forces:R:3:lowdin_charge:R:1
Pd 0.046460 0.009345 0.187955 0.177 -0.046 0.856 1.044
I -6.751051 1.237641 -2.076513 -0.046 -0.005 -0.029 0.838
C -4.880243 1.470513 -1.188779 0.120 0.010 0.015 -0.763
C -4.785639 1.661178 0.185682 0.017 -0.014 -0.019 -0.237
C -3.543173 1.766127 0.786026 -0.195 0.005 -0.139 -0.651
I -3.413322 2.000683 2.846428 0.070 -0.013 0.038 0.911
C -2.348270 1.687144 0.037127 -0.269 0.015 -0.053 -0.500
O -1.179341 1.760291 0.557384 0.483 0.177 0.634 -0.190
C -2.487439 1.482972 -1.352837 -0.181 -0.092 -0.254 -0.185
C -1.218043 1.282966 -2.110387 0.073 -0.080 -0.071 -0.101
N -0.554435 0.001689 -1.691313 -0.507 -0.011 -0.682 -0.139
C -1.399050 -1.207183 -1.925998 0.192 0.029 -0.335 -0.090
C -2.308004 -1.486258 -0.767573 -0.189 0.071 -0.311 -0.276
C -3.635700 -1.856144 -0.896384 -0.005 -0.008 -0.021 -0.005
C -4.368375 -2.089963 0.256534 -0.012 -0.008 -0.068 -0.036
C -3.756031 -1.943041 1.490695 0.091 0.058 0.058 -0.046
C -2.425486 -1.559788 1.525258 -0.183 -0.017 0.092 -0.118
N -1.726094 -1.352935 0.414402 0.284 -0.063 0.567 0.042
C -3.728593 1.385452 -1.957589 -0.068 -0.011 0.019 -0.132
H -5.680642 1.715957 0.791039 0.002 0.000 -0.008 0.079
H -1.415669 1.238264 -3.182881 0.031 -0.043 -0.052 0.130
H -0.499062 2.076441 -1.908490 0.020 -0.017 0.021 0.134
H 0.333891 -0.108685 -2.184969 -0.169 0.031 -0.115 0.124
H -1.975332 -1.101793 -2.845262 0.039 0.070 -0.088 0.131
H -0.712388 -2.047265 -2.043701 0.017 -0.013 -0.003 0.138
H -4.088774 -1.926985 -1.876603 -0.014 0.006 0.029 0.123
H -5.413416 -2.362609 0.188427 0.004 0.003 0.006 0.117
H -4.300369 -2.089740 2.413030 0.011 -0.006 -0.016 0.112
H -1.903409 -1.386683 2.457588 -0.017 -0.025 0.012 0.109
H -3.794235 1.225833 -3.028322 -0.018 -0.002 0.011 0.102
F 3.330598 -0.058664 -2.272410 -0.090 -0.036 0.166 0.149
B 2.820638 -0.154776 -0.995968 0.255 -0.026 -0.029 -1.232
F 1.885208 -1.253551 -0.927249 0.031 0.078 -0.001 0.031
F 2.047174 1.016639 -0.689488 0.060 -0.077 -0.060 0.043
F 3.793894 -0.327849 -0.015788 -0.129 0.008 -0.078 0.129
C 3.423315 0.098522 4.511084 0.054 0.022 0.028 -0.083
C 3.359200 -0.385640 3.062847 0.008 0.056 -0.059 -0.195
C 2.030402 -0.234021 2.490159 0.364 -0.076 0.342 -0.129
N 0.982883 -0.117312 2.052322 -0.320 0.098 -0.450 0.127
H 4.426872 -0.064702 4.898829 0.003 0.003 -0.001 0.078
H 2.720370 -0.442796 5.142041 -0.005 -0.004 -0.005 0.080
H 3.200718 1.162107 4.577190 -0.019 -0.009 -0.005 0.083
H 3.626615 -1.438749 2.969003 0.018 -0.001 0.011 0.131
H 4.028334 0.170409 2.402387 0.010 -0.036 0.048 0.123
```
Forces are in eV/Å.

HOMO energy (spin up / spin down) = -7.605 / -7.687 eV
Kohn-Sham gap (spin up / spin down) = 6.8057 / 6.6923 eV

ORCA calculation (ωB97M-V/def2-TZVPD) on 2 unconnected molecules or ions with the total composition C16H15Cl6O4.

Structure (XYZ):
```
41
Properties=species:S:1:pos:R:3:forces:R:3:nbo_charge:R:1
Cl 0.543434 1.434801 -0.515974 -0.460 -0.410 0.162 0.121
C 1.340811 2.989501 -0.690098 0.285 -0.522 0.545 -0.210
Cl 2.819598 2.786648 -1.605799 0.762 0.079 -0.401 0.055
C 0.435678 3.873168 -1.495904 -0.714 -0.401 -2.434 0.466
O 0.178361 3.575190 -2.646070 0.237 0.142 0.771 -0.457
C -0.110567 5.054558 -0.897382 -0.708 1.669 1.262 -0.145
Cl -1.218351 6.008141 -1.830652 0.429 -0.484 0.141 0.067
C 0.220597 5.427183 0.370407 -1.190 0.691 -1.402 -0.011
Cl -0.468875 6.844545 1.056663 0.150 -0.190 -0.029 0.084
C 1.126325 4.655153 1.147210 1.322 -1.343 0.953 -0.120
Cl 1.531885 5.181206 2.758599 -0.200 -0.059 -0.537 0.054
C 1.665211 3.512680 0.659420 0.231 0.688 1.372 0.001
Cl 2.755227 2.601316 1.634132 -0.239 0.000 -0.395 0.087
C -1.853841 1.114039 3.084214 0.383 -0.213 -0.001 -0.622
C -2.296670 0.382971 1.839829 -0.848 0.392 -0.009 -0.071
O -1.322723 -0.522727 1.399832 0.387 0.276 0.590 -0.555
C -1.776389 -1.180110 0.286611 -0.172 -2.127 -2.549 0.731
C -0.891895 -2.209091 -0.204144 0.256 0.447 0.436 -0.450
C -1.210177 -2.938665 -1.381289 -0.337 0.903 0.688 0.496
O -2.146610 -2.653674 -2.119986 -0.951 -0.041 -1.081 -0.665
C -0.370394 -4.109651 -1.792681 0.355 -0.811 -0.048 -0.483
C 0.982859 -3.675086 -2.354464 0.138 -0.113 -0.110 -0.384
C 1.836078 -2.880298 -1.348501 0.115 0.164 -0.038 -0.404
C 1.510144 -3.233740 0.103079 0.025 -0.085 0.074 -0.395
C 0.338772 -2.397277 0.636694 0.327 0.027 0.309 -0.393
O -2.865034 -0.926276 -0.218561 -0.033 0.772 0.809 -0.670
H -2.596552 1.845542 3.407402 -0.048 -0.043 -0.102 0.200
H -1.685039 0.411263 3.900789 0.003 -0.012 0.067 0.201
H -0.911662 1.632621 2.900896 0.061 0.095 0.018 0.197
H -3.211901 -0.201748 2.006795 -0.033 0.442 0.086 0.183
H -2.500052 1.065760 1.004770 -0.198 0.113 0.320 0.180
H -0.262860 -4.784682 -0.937734 0.240 -0.013 -0.076 0.188
H -0.931591 -4.681290 -2.544164 0.091 0.338 0.060 0.216
H 1.534172 -4.566573 -2.679982 0.013 0.031 0.049 0.179
H 0.813600 -3.073959 -3.258999 -0.010 -0.096 0.166 0.204
H 2.902809 -3.026551 -1.565035 -0.118 -0.113 0.035 0.185
H 1.664654 -1.803642 -1.475689 -0.084 -0.115 -0.008 0.202
H 1.293820 -4.302490 0.186390 0.021 0.010 -0.037 0.183
H 2.392666 -3.087879 0.740334 -0.133 0.202 -0.038 0.188
H 0.719530 -1.384033 0.816068 0.310 -0.137 0.156 0.188
H 0.024955 -2.756855 1.622979 0.334 -0.156 0.228 0.180
```
Forces are in eV/Å.

Net charge = -1
HOMO energy = -2.907 eV
Kohn-Sham gap = 3.0956 eV

Computed max |F| (eV/Å) in order:
0.97; 4.86; 0.88; 3.32
Computed E_tot (eV) in order:
-92572.53322; -46536.54667; -54602.93075; -100159.87714